No. 1
Molecular formula: C2H3Cl3N2
Method: DFT, ωB97M-V/def2-TZVPD

Largest force on an atom (Eh/bohr): 0.085
Energy relative to the best compared isomer or geometry (same formula, charge and spin) (kJ/mol): 407.7
Lowest unoccupied orbital energy (spin up / spin down) (eV): -1.590 / -1.642
HOMO-LUMO gap (spin up / spin down) (eV): 7.143 / 6.782

The geometry in XYZ format:
```
10
Properties=species:S:1:pos:R:3:mulliken_charge:R:1
C -0.5094 -0.1403 0.7897 0.712
C 1.4878 0.5586 -0.2932 -0.317
N -0.2862 -0.8924 1.7402 -0.560
N -1.3411 0.3900 -0.0131 -0.370
Cl 1.9767 2.2808 -0.0992 -0.142
Cl 2.7505 -0.4678 0.4574 -0.159
Cl -3.1758 0.6022 0.3536 -0.118
H 1.2866 0.1788 -1.3176 0.350
H 0.5741 -1.0645 2.1437 0.286
H -1.2914 0.9223 -0.8601 0.318
```



No. 2
Molecular formula: C40H35N4OPSY
Method: DFT, ωB97M-V/def2-TZVPD

Net charge: +1
Largest force on an atom (Eh/bohr): 0.024
Energy relative to the best compared isomer or geometry (same formula, charge and spin) (kJ/mol): 0.0
Lowest unoccupied orbital energy (eV): -3.205
HOMO-LUMO gap (eV): 7.355

The geometry in XYZ format:
```
83
Properties=species:S:1:pos:R:3:mulliken_charge:R:1
Y -0.0959 0.3005 0.1141 1.155
C 6.6604 -2.0041 -0.7995 -0.514
C 6.4691 -0.6922 -1.2070 -0.858
C 5.2873 -0.0260 -0.8987 -0.147
C 4.2949 -0.6789 -0.1790 0.117
C 4.4856 -2.0045 0.2181 -0.289
C 5.6658 -2.6627 -0.0843 -0.717
P 2.7274 0.1044 0.2874 1.062
C 2.8240 1.7761 -0.4526 0.608
C 3.4380 2.8588 0.1759 -0.429
C 3.5937 4.0578 -0.5034 -0.931
C 3.1162 4.1944 -1.8027 -0.501
C 2.4898 3.1279 -2.4310 -0.822
C 2.3560 1.9219 -1.7570 -0.315
C 2.8565 0.3550 2.0971 0.283
C 4.0921 0.4460 2.6894 -0.129
C 4.2224 0.5947 4.0866 -0.962
C 3.1063 0.6182 4.8683 -0.771
C 1.8143 0.5097 4.2955 0.930
C 0.6614 0.4791 5.1233 -0.811
C -0.5807 0.3528 4.5818 -1.133
C -0.7306 0.2894 3.1734 -0.685
C 0.3451 0.3133 2.3073 0.928
C 1.6591 0.4007 2.8897 -1.054
H 7.5828 -2.5173 -1.0413 0.399
H 7.2421 -0.1793 -1.7655 0.433
H 5.1508 0.9994 -1.2194 0.407
H 3.7124 -2.5176 0.7813 0.421
H 5.8117 -3.6873 0.2345 0.422
H 3.8020 2.7574 1.1919 0.407
H 4.0847 4.8918 -0.0153 0.469
H 3.2259 5.1375 -2.3238 0.418
H 2.1155 3.2330 -3.4409 0.464
H 1.9057 1.0758 -2.2708 0.455
H 4.9898 0.3856 2.0831 0.493
H 5.2081 0.6707 4.5290 0.431
H 3.1921 0.7058 5.9460 0.404
H 0.7915 0.5492 6.1978 0.386
H -1.4542 0.3160 5.2219 0.435
H -1.7415 0.2175 2.7858 0.499
C -5.1896 3.8480 -1.6229 -1.045
C -5.3583 3.1438 -0.2847 -0.668
N -4.7174 1.8111 -0.2385 0.076
C -5.6124 0.6474 -0.3573 -0.903
C -5.8776 0.2369 -1.7983 -0.899
C -3.3946 1.7104 -0.1313 0.520
S -2.7238 0.0917 -0.1634 -0.486
N -2.7638 2.8972 -0.0154 -0.152
C -1.4808 3.1584 -0.0570 0.049
O -0.5228 2.3224 -0.2624 -0.286
C -1.0841 4.5782 0.1292 0.184
C -2.0256 5.6041 0.1002 0.003
C -1.6237 6.9181 0.2768 -0.843
C -0.2829 7.2122 0.4980 -0.404
C 0.6577 6.1902 0.5345 -0.766
C 0.2571 4.8775 0.3435 0.042
H -5.6717 4.8267 -1.5841 0.347
H -5.6484 3.2793 -2.4328 0.348
H -4.1334 3.9939 -1.8538 0.237
H -6.4135 2.9789 -0.0781 0.419
H -4.9504 3.7473 0.5192 0.427
H -6.5420 0.9259 0.1341 0.404
H -5.1849 -0.1778 0.2010 0.490
H -6.3640 1.0365 -2.3575 0.284
H -6.5353 -0.6344 -1.8172 0.390
H -4.9452 -0.0246 -2.3004 0.230
H -3.0666 5.3607 -0.0663 0.319
H -2.3555 7.7159 0.2446 0.413
H 0.0273 8.2398 0.6442 0.403
H 1.7017 6.4190 0.7146 0.436
H 0.9769 4.0727 0.3671 0.305
N 0.1689 -7.6200 0.0014 -0.402
C 0.1148 -6.4726 -0.0229 -0.223
C 0.0508 -5.0285 -0.0534 0.680
C -0.3905 -4.3706 -1.1930 -0.640
C -0.4333 -2.9922 -1.1749 -0.551
N -0.0633 -2.2672 -0.1138 0.220
C 0.3563 -2.9101 0.9843 -0.224
C 0.4288 -4.2869 1.0573 -0.798
H -0.6962 -4.9199 -2.0717 0.492
H -0.7833 -2.4483 -2.0435 0.452
H 0.6387 -2.2934 1.8292 0.610
H 0.7696 -4.7710 1.9614 0.550
```



No. 3
Molecular formula: C34H36F5IrN3O4PS
Method: DFT, ωB97M-V/def2-TZVPD

Net charge: +1
Largest force on an atom (Eh/bohr): 0.010
Multiplicity: 2
Energy relative to the best compared isomer or geometry (same formula, charge and spin) (kJ/mol): 29.5
Lowest unoccupied orbital energy (spin up / spin down) (eV): -4.428 / -4.751
HOMO-LUMO gap (spin up / spin down) (eV): 7.164 / 6.839
⟨S²⟩: 0.79

The geometry in XYZ format:
```
85
Properties=species:S:1:pos:R:3:mulliken_charge:R:1
Ir 0.4763 -0.2766 -0.1735 1.245
C 2.8976 0.9079 2.6968 -0.894
C 1.8144 1.7130 2.0840 -0.031
N 0.9652 1.3353 1.1426 0.247
C 0.2066 2.4333 0.8061 -0.713
C 0.5787 3.4883 1.5780 0.374
N 1.5883 3.0095 2.3693 -0.036
C 0.1719 4.9169 1.7146 0.539
O -0.8096 5.3386 0.9472 -0.519
O 0.7377 5.5959 2.5307 -0.586
C -0.7176 2.3349 -0.3395 1.271
O -1.4198 3.2617 -0.6877 -0.883
O -0.6799 1.1754 -0.9621 -0.470
H 2.6813 -0.1521 2.6117 -0.143
H 3.0228 1.1621 3.7485 0.515
H 3.8380 1.1006 2.1774 0.291
H 2.0660 3.5897 3.0464 0.262
H -1.1549 4.6285 0.3485 0.414
F 2.7950 3.3465 -5.6828 -0.287
C 2.7400 2.5612 -4.6233 0.710
C 2.9176 1.1941 -4.7664 0.509
F 3.1252 0.6753 -5.9704 -0.311
C 2.8425 0.3779 -3.6544 -0.237
F 2.9629 -0.9380 -3.8340 -0.422
C 2.6073 0.8929 -2.3833 0.016
S 2.6401 -0.1503 -0.9793 -0.208
C 2.4434 2.2723 -2.2719 -0.017
F 2.2041 2.8180 -1.0777 -0.262
C 2.4975 3.1068 -3.3700 0.278
F 2.3276 4.4147 -3.2377 -0.302
N 0.9973 -1.6507 1.0177 0.479
C 1.4504 -2.4123 1.9100 -0.655
C 2.9038 -2.6734 2.1083 0.352
C 3.3821 -2.8439 3.4088 -0.176
C 4.7396 -3.0071 3.6324 -0.928
C 5.6255 -3.0153 2.5637 -0.487
C 5.1521 -2.8560 1.2688 -1.346
C 3.7968 -2.6807 1.0406 0.361
C 0.4613 -3.0308 2.8460 0.394
C -0.6023 -2.2721 3.3251 0.092
C -1.5551 -2.8550 4.1451 -0.816
C -1.4578 -4.2016 4.4701 -0.497
C -0.4004 -4.9611 3.9876 -0.974
C 0.5657 -4.3772 3.1827 -0.016
H 2.6946 -2.8366 4.2441 0.526
H 5.1053 -3.1324 4.6427 0.444
H 6.6841 -3.1513 2.7401 0.433
H 5.8388 -2.8726 0.4331 0.456
H 3.4327 -2.5661 0.0319 0.400
H -0.6719 -1.2220 3.0647 0.400
H -2.3718 -2.2605 4.5323 0.439
H -2.2044 -4.6588 5.1056 0.433
H -0.3259 -6.0099 4.2416 0.433
H 1.3933 -4.9663 2.8080 0.523
C 1.5203 -3.5669 -1.7548 -1.178
C 0.3196 -3.0651 -2.5512 0.937
C -0.5405 -4.2484 -3.0108 -1.697
P -0.6016 -1.7070 -1.7128 -0.280
C -1.3948 -0.7406 -3.0759 0.702
C -0.4068 0.1714 -3.8008 -1.325
C -2.1039 -1.5837 -4.1434 -1.920
C -1.9805 -2.3245 -0.6292 0.744
C -1.5728 -3.5332 0.2175 -0.869
C -3.3419 -2.5770 -1.2758 -1.783
H 2.0437 -4.3258 -2.3388 0.615
H 1.2162 -4.0248 -0.8118 0.183
H 2.2146 -2.7563 -1.5544 0.018
H 0.7034 -2.5535 -3.4423 0.534
H -0.8126 -4.8854 -2.1720 0.332
H 0.0538 -4.8569 -3.6942 0.453
H -1.4486 -3.9600 -3.5329 0.330
H -2.1226 -0.1146 -2.5533 0.718
H 0.3401 -0.4192 -4.3356 0.285
H 0.0858 0.8710 -3.1340 -0.124
H -0.9535 0.7490 -4.5477 0.583
H -1.3784 -2.1188 -4.7580 0.353
H -2.6389 -0.9013 -4.8056 0.514
H -2.8251 -2.2961 -3.7572 0.344
H -2.1094 -1.4693 0.0514 0.318
H -1.6494 -4.4536 -0.3573 0.229
H -2.2505 -3.6235 1.0679 0.504
H -0.5630 -3.4580 0.6097 -0.343
H -3.3074 -3.4211 -1.9645 0.315
H -3.7324 -1.7059 -1.7982 0.413
H -4.0502 -2.8324 -0.4857 0.480
```



No. 4
Molecular formula: C3H3MgNaO2
Method: DFT, ωB97M-V/def2-TZVPD

Net charge: +2
Largest force on an atom (Eh/bohr): 0.022
Lowest unoccupied orbital energy (eV): -9.531
HOMO-LUMO gap (eV): 7.040

The geometry in XYZ format:
```
10
Properties=species:S:1:pos:R:3:mulliken_charge:R:1
O -0.8198 -1.1575 1.3744 -0.584
C -0.4597 -0.2295 0.6705 0.408
C -1.2227 0.2541 -0.5413 -0.905
H -1.9988 0.9451 -0.2149 0.321
H -0.5577 0.7779 -1.2294 0.269
H -1.6453 -0.5792 -1.0995 0.339
O 2.4110 1.1432 -0.7457 0.203
C 2.7083 1.5701 -1.7519 0.179
Mg 1.5362 0.5022 1.1163 0.770
Na 0.0485 -3.2264 2.4214 0.999
```



No. 5
Molecular formula: C36H54N8O13
Method: DFT, ωB97M-V/def2-TZVPD

Largest force on an atom (Eh/bohr): 0.263
Energy relative to the best compared isomer or geometry (same formula, charge and spin) (kJ/mol): 230.2
Lowest unoccupied orbital energy (eV): -3.628
HOMO-LUMO gap (eV): 4.984

The geometry in XYZ format:
```
111
Properties=species:S:1:pos:R:3:mulliken_charge:R:1
C -1.0391 0.1994 4.1800 -2.307
C -1.7780 -1.2979 4.1845 1.331
C -3.1729 -1.2729 4.7637 -0.976
C -4.1924 -0.7211 3.8208 -0.855
C -4.2283 -1.3841 2.4509 -1.301
C -2.8579 -1.3896 1.7976 1.992
N -1.7422 -1.8165 2.8259 0.806
O -0.7129 -2.3272 2.3897 -0.251
C -2.5256 -0.0696 1.0622 -1.028
C -2.9034 -2.4008 0.7769 -1.712
C -0.9120 -2.1765 5.0995 -2.124
H -1.2903 0.8943 3.5929 0.751
H 0.0065 -0.0070 3.9998 0.611
H -0.9023 0.6079 5.1317 0.588
H -3.1825 -0.5752 5.6685 0.359
H -3.5823 -2.1964 5.1130 0.390
H -3.9699 0.4031 3.7695 0.299
H -5.1834 -0.7328 4.1959 0.527
H -5.0529 -1.2242 1.6868 0.444
H -4.5873 -2.4884 2.7404 0.304
H -2.6243 0.8126 1.7182 0.383
H -3.1788 0.1346 0.2122 0.290
H -1.4394 0.0483 0.7784 -0.185
H -1.9276 -2.3028 -0.0875 -0.189
H -3.7013 -2.3050 0.0866 0.452
H -2.6052 -3.3947 1.1465 0.706
H -1.2358 -3.1484 5.3206 0.469
H -0.7841 -1.6736 5.9317 0.601
H 0.0468 -2.3719 4.5820 0.437
N 1.1589 0.3017 0.9003 0.443
O 1.9720 -0.4292 1.4830 -0.754
O 1.0484 0.0255 -0.2290 0.053
O 0.6507 1.2622 1.4573 -0.414
C 2.8525 -3.4127 -2.5815 -0.298
C 2.4456 -4.8803 -2.9122 -0.580
C 1.3708 -5.5396 -1.9218 -0.639
C 0.6543 -4.7043 -0.9165 0.166
C 1.0995 -3.2118 -0.6963 0.178
C 2.2132 -2.6113 -1.5172 -0.280
N -0.2868 -5.4117 -0.0537 1.005
O -0.5592 -6.5945 -0.3297 -0.595
O -0.8623 -4.7404 0.8051 -0.600
H 3.7202 -2.9771 -3.0890 0.408
H 3.1818 -5.6319 -3.5807 0.281
H 1.0618 -6.5087 -2.3520 0.352
H 0.6345 -2.6689 0.1729 0.138
H 2.5400 -1.6868 -1.2251 0.367
C -0.9563 -2.6405 -3.3025 -0.728
C -2.1799 -3.4702 -3.7310 -0.995
C -3.4727 -2.6427 -3.5165 -0.336
C -3.5254 -1.2919 -2.8299 -0.194
C -2.2794 -0.6124 -2.6248 -1.213
C -0.8595 -1.2880 -2.8082 1.146
N -4.7049 -0.7205 -2.5314 0.966
O -4.7465 0.0569 -1.5325 -0.557
O -5.7378 -1.0593 -3.0628 -0.624
H -0.0505 -3.1310 -3.4563 0.666
H -2.3112 -4.3909 -4.3363 0.420
H -4.4754 -3.2359 -3.8526 0.249
H -2.2421 0.1968 -2.2422 1.634
H 0.1124 -0.8715 -2.3505 -0.409
C -1.0284 4.0042 0.7338 -0.244
C -2.2653 4.8770 1.1807 -0.240
C -3.4266 5.1709 0.2830 -0.781
C -3.5863 4.1820 -0.9545 0.126
C -2.4511 3.3209 -1.4238 -0.610
C -1.2286 3.2564 -0.3899 -0.397
N -4.8171 4.3053 -1.7911 1.031
O -5.8313 4.6523 -1.1186 -0.594
O -4.7882 3.9052 -2.8945 -0.584
H -0.2862 3.7110 1.5024 0.351
H -2.0846 5.4996 2.1840 0.257
H -4.2714 5.7685 0.5897 0.397
H -2.5965 2.8591 -2.3132 0.968
H -0.4864 2.6507 -0.7647 0.283
C -0.1610 3.1324 -4.5668 0.080
O 0.2931 4.1901 -4.0652 -0.624
N 0.4317 1.9760 -4.5201 0.392
C 0.0248 0.7955 -5.4733 -1.239
C 1.5032 1.5658 -3.5848 -0.616
H -1.0186 3.2489 -5.4553 0.234
H 0.3446 1.1758 -6.4194 0.486
H -1.0396 0.5580 -5.4392 0.325
H 0.5250 -0.0798 -5.3086 0.413
H 1.3064 1.4374 -2.5029 -0.115
H 2.0822 2.5441 -3.2544 0.304
H 2.0720 0.5493 -3.8460 0.249
C 5.7512 2.6343 4.4105 0.100
O 6.1885 3.0611 5.4543 -0.605
N 4.4801 2.4008 4.1611 0.128
C 4.0983 1.6690 2.9262 -0.864
C 3.4317 2.8547 5.0056 -0.941
H 6.2781 2.0392 3.6217 0.279
H 4.1972 0.7097 3.0212 0.647
H 4.5920 1.8813 1.9652 0.228
H 2.9980 1.7654 2.7982 0.044
H 3.5385 3.4607 5.8969 0.316
H 2.9988 1.9930 5.3317 0.452
H 2.7121 3.3216 4.2299 0.225
C 5.6255 0.3102 -2.9094 -0.272
O 4.7274 -0.4387 -3.3811 -0.608
N 5.3661 0.9081 -1.7667 0.118
C 6.5313 1.5888 -1.0972 -1.094
C 4.1351 0.8954 -1.0914 1.320
H 6.4827 0.3842 -3.3401 0.634
H 6.5043 2.2162 -0.2757 0.396
H 6.9775 2.4683 -1.8724 0.286
H 7.2626 0.8775 -0.9519 0.428
H 4.2905 1.6367 -0.3369 0.085
H 3.9755 -0.2179 -0.6964 0.143
H 3.4337 1.0213 -1.6662 -1.367
```



Which of these has the lowest largest force on an atom? C34H36F5IrN3O4PS